(1)
This record from OMol25 describes 2 unconnected molecules or ions with the total composition C22H49NO4P. The level of theory is ωB97M-V/def2-TZVPD.

Last columns: bonded neighbours and bond lengths (Å).
Atoms and positions in Å:
1 H -3.7557 2.6601 1.4800  C70 1.095
2 C 7.3848 3.5760 -2.2970  O24 1.261, O41 1.418, H71 1.140
3 H 6.0591 4.6605 0.5403  N51 1.042
4 C -2.2871 2.9033 -0.0628  H47 1.091, C69 1.521, C70 1.528, H73 1.096
5 H 0.0174 -0.1711 -2.4546  C11 1.096
6 H -2.2523 0.5884 1.5151  C58 1.093
7 H -7.3766 -2.4300 -1.9178  C32 1.093
8 H -0.4333 -3.8957 1.2577  C59 1.095
9 H -4.2140 -2.1286 0.9304  C40 1.092
10 C 4.8671 1.1064 0.6785  C13 1.617, H15 1.140, H18 1.159, O27 1.458
11 C -0.4448 -0.5389 -1.5308  H5 1.096, C35 1.529, H54 1.091, C68 1.529
12 H -4.3035 2.1869 -0.1105  C70 1.093
13 C 4.2618 -0.3839 0.5142  C10 1.617, H30 1.151, H31 1.157, O61 1.441
14 H -7.7115 -1.2945 0.2226  C19 1.096
15 H 5.7595 1.1651 1.3854  C10 1.140
16 H 4.8423 -1.2265 2.8185  C22 1.143
17 C 7.1049 -1.1732 2.3833  C22 1.628, H33 1.154, H37 1.144, H62 1.147
18 H 3.9994 1.7435 1.1074  C10 1.159
19 C -6.6815 -1.5053 -0.0856  H14 1.096, H29 1.094, C32 1.522, C48 1.531
20 H -3.5984 -2.8748 -0.5104  C40 1.093
21 C 1.0880 1.3134 -0.6938  C35 1.523, H46 1.092, H53 1.093, H76 1.093
22 C 5.5835 -1.6569 2.0626  H16 1.143, C17 1.628, H34 1.157, O61 1.447
23 C 6.1395 2.8201 -0.4098  O27 1.442, O41 1.450, N51 1.510, H74 1.151
24 O 7.5061 4.2993 -3.3232  C2 1.261
25 H 4.6368 3.8627 0.5016  N51 1.035
26 H -2.1224 0.6387 -2.1174  C68 1.097
27 O 5.2616 1.6916 -0.5968  C10 1.458, C23 1.442
28 C -1.1469 -4.0520 -0.7526  H42 1.093, C59 1.522, H64 1.093, H66 1.093
29 H -6.1771 -1.8200 0.8322  C19 1.094
30 H 3.3194 -0.5079 1.1626  C13 1.151
31 H 3.8897 -0.4366 -0.5804  C13 1.157
32 C -6.7110 -2.6559 -1.0812  H7 1.093, C19 1.522, H49 1.093, H56 1.092
33 H 7.8132 -2.0109 2.0238  C17 1.154
34 H 5.6019 -2.8017 2.2316  C22 1.157
35 C 0.2529 0.0934 -0.3264  C11 1.529, C21 1.523, H38 1.089, H39 1.096
36 H -4.5767 0.6809 -1.8339  C55 1.097
37 H 7.3557 -0.2081 1.8222  C17 1.144
38 H -0.4589 0.3466 0.4581  C35 1.089
39 H 0.9402 -0.6369 0.1147  C35 1.096
40 C -3.3308 -2.1793 0.2897  H9 1.092, H20 1.093, P72 1.780, C75 1.526
41 O 6.1446 3.6322 -1.6113  C2 1.418, C23 1.450
42 H -0.1673 -4.2559 -1.1921  C28 1.093
43 H -6.0116 0.5072 0.2188  C48 1.094
44 H -2.7354 -3.6845 1.6672  C75 1.096
45 H -0.3404 -2.4069 0.3818  C59 1.088
46 H 0.5011 2.0536 -1.2422  C21 1.092
47 H -1.8364 2.3279 -0.8724  C4 1.091
48 C -6.0693 -0.2038 -0.6112  C19 1.531, H43 1.094, H52 1.096, C55 1.531
49 H -7.0791 -3.5617 -0.5930  C32 1.093
50 H -1.6292 3.9896 1.6906  C69 1.091
51 N 5.6430 3.7185 0.6971  H3 1.042, C23 1.510, H25 1.035
52 H -6.7828 0.2228 -1.3250  C48 1.096
53 H 1.4830 1.7836 0.2106  C21 1.093
54 H -0.2274 -1.6077 -1.5449  C11 1.091
55 C -4.7152 -0.2787 -1.3208  H36 1.097, C48 1.531, H57 1.094, P72 1.812
56 H -5.7224 -2.8880 -1.4829  C32 1.092
57 H -4.7507 -1.0192 -2.1253  C55 1.094
58 C -3.1657 0.6712 0.9215  H6 1.093, H65 1.097, C70 1.533, P72 1.783
59 C -0.9807 -3.2712 0.5433  H8 1.095, C28 1.522, H45 1.088, C75 1.524
60 H -0.8083 2.4418 1.4720  C69 1.093
61 O 5.2348 -1.4348 0.6759  C13 1.441, C22 1.447
62 H 7.2874 -1.0295 3.5065  C17 1.147
63 H -0.3986 3.8161 0.4373  C69 1.093
64 H -1.6439 -5.0084 -0.5724  C28 1.093
65 H -3.9637 0.3615 1.6081  C58 1.097
66 H -1.7231 -3.5006 -1.5001  C28 1.093
67 H -2.2656 -1.0510 -2.4514  C68 1.098
68 C -1.9561 -0.3474 -1.6670  C11 1.529, H26 1.097, H67 1.098, P72 1.784
69 C -1.2207 3.3056 0.9447  C4 1.521, H50 1.091, H60 1.093, H63 1.093
70 C -3.4485 2.1366 0.5691  H1 1.095, C4 1.528, H12 1.093, C58 1.533
71 H 8.2994 2.9702 -1.9885  C2 1.140
72 P -3.1838 -0.5396 -0.3872  C40 1.780, C55 1.812, C58 1.783, C68 1.784
73 H -2.6820 3.8165 -0.5222  C4 1.096
74 H 7.1887 2.4846 -0.0756  C23 1.151
75 C -2.2764 -2.8067 1.1972  C40 1.526, H44 1.096, C59 1.524, H77 1.095
76 H 1.9382 1.0234 -1.3161  C21 1.093
77 H -2.0382 -2.1155 2.0122  C75 1.095

As for the spin multiplicity: 1. The value obtained for the calculated total energy is -1564.42087 a.u. The calculation puts the strongest force on any atom at 5.48 eV/A. As for the charge: +1.

Atomic partial charges in e from the Löwdin method, atoms 1 to 5: number 1, H, carries 0.13; number 2, C, carries -0.22; number 3, H, carries 0.10; number 4, C, carries -0.25; number 5, H, carries 0.13

(2)
This record from OMol25 describes 3 unconnected molecules or ions with the total composition C22H50BF3N2O10PS2. The level of theory is ωB97M-V/def2-TZVPD.

Last columns: bonded neighbours and bond lengths (Å).
Atoms and positions in Å:
1 H -1.1128 -2.0479 -1.1031  C39 1.194
2 C 4.0782 0.1204 1.2470  H38 1.190, H55 1.183, N83 1.526, H89 1.188
3 C -1.9692 3.7806 2.9100  O17 1.471, C26 1.663, H46 1.170, H48 1.194
4 H -0.9475 1.9231 -0.7732  C65 1.170
5 H -2.1710 -1.7922 1.1569  N74 1.061
6 C -0.6483 8.0190 -3.8734  H10 1.093, H27 1.094, H33 1.093, O72 1.423
7 H -2.0808 4.0027 0.5362  C26 1.170
8 H 0.8119 -2.2414 -3.1043  O18 1.006
9 H -1.0587 7.6135 1.9102  C41 1.192
10 H -0.8493 7.0818 -4.3996  C6 1.093
11 C 0.6538 -1.5980 0.1465  C15 1.655, C39 1.673, C66 1.673, S69 1.889
12 H 2.8020 6.4530 -3.7849  C88 1.096
13 C 1.1146 1.5771 -4.6609  H14 1.193, H52 1.171, C67 1.640, H77 1.192
14 H 1.0662 2.5706 -5.3202  C13 1.193
15 C 2.0410 -0.7065 0.0095  C11 1.655, H20 1.194, H50 1.170, N83 1.512
16 F 2.0954 -3.4383 2.5719  C85 1.481
17 O -2.7199 4.9709 3.3373  C3 1.471, C81 1.471
18 O 0.9786 -1.2493 -3.1081  H8 1.006, B40 1.504
19 P 0.4152 -0.0585 2.8085  S51 1.945, H53 1.469, C66 1.909, H82 1.470
20 H 1.6960 0.4307 0.1248  C15 1.194
21 H 2.5116 5.7678 -6.1260  C70 1.095
22 H -0.4704 2.6685 -3.4268  C67 1.193
23 H 1.2694 -10.6491 2.0759  C29 1.094
24 H -1.1812 6.2354 0.6151  C41 1.183
25 H -3.4765 5.8099 1.4952  C81 1.179
26 C -2.3657 3.2485 1.3846  C3 1.663, H7 1.170, H60 1.191, O87 1.471
27 H -1.3745 8.1521 -3.0657  C6 1.094
28 O -1.4827 -8.4451 3.8459  C49 1.432, C80 1.423
29 C 0.3989 -10.8563 2.7052  H23 1.094, H59 1.095, H62 1.093, O71 1.424
30 H -2.7367 -11.1006 2.1849  C75 1.095
31 H -3.3652 -9.1741 3.5574  C49 1.095
32 H 0.1625 -7.2288 3.7470  C80 1.093
33 H -0.7560 8.8451 -4.5809  C6 1.093
34 H 0.7893 5.7797 -6.5638  C70 1.094
35 H -2.8227 1.7117 -0.6860  C65 1.188
36 H -2.1729 -0.4774 2.1135  N74 1.045
37 H -3.0978 7.0229 2.8876  C81 1.194
38 H 4.8292 0.1428 0.3245  C2 1.190
39 C -0.5458 -1.0240 -0.8679  H1 1.194, C11 1.673, B40 1.644, C84 1.660
40 B -0.1268 -0.5340 -2.3802  O18 1.504, C39 1.644, O54 1.485
41 C -1.1925 6.4363 1.7808  H9 1.192, H24 1.183, H42 1.170, C81 1.639
42 H -0.3007 5.9477 2.3600  C41 1.170
43 C 1.0010 6.8603 -2.6257  O72 1.432, H76 1.095, C88 1.532, H91 1.097
44 H -0.3526 -2.3275 2.2463  C66 1.183
45 O 2.5925 -3.3854 -1.0443  S69 1.574
46 H -0.8058 3.8636 3.0038  C3 1.170
47 H -1.2360 -6.6805 2.7972  C80 1.094
48 H -2.3027 2.8951 3.6379  C3 1.194
49 C -2.4151 -9.1439 3.0139  O28 1.432, H31 1.095, H73 1.097, C75 1.532
50 H 2.5554 -0.7763 -1.0393  C15 1.170
51 S 1.4290 -0.7548 4.3151  P19 1.945
52 H 0.8755 0.6548 -5.3413  C13 1.171
53 H 1.1730 1.0327 2.1827  P19 1.469
54 O -0.7716 0.5713 -3.1334  B40 1.485, C67 1.488
55 H 3.5390 1.1635 1.3905  C2 1.183
56 H 2.1879 5.0821 -2.8460  C88 1.095
57 H 3.6272 -1.8981 0.8368  N83 1.043
58 H -2.7320 -0.5416 -0.6314  C84 1.193
59 H 0.4270 -11.9096 3.0029  C29 1.095
60 H -3.5428 3.0698 1.4188  C26 1.191
61 H -0.2301 -8.0423 2.2191  C80 1.093
62 H 0.4525 -10.2187 3.5913  C29 1.093
63 F 0.5321 -5.1014 1.8566  C85 1.510
64 H 1.4771 7.1629 -5.6906  C70 1.093
65 C -1.8025 1.4262 -0.1474  H4 1.170, H35 1.188, C84 1.639, O87 1.471
66 C -0.2013 -1.3712 1.5664  C11 1.673, P19 1.909, H44 1.183, N74 1.543
67 C 0.1966 1.6872 -3.3066  C13 1.640, H22 1.193, O54 1.488, H90 1.193
68 O 1.1778 5.4091 -4.5862  C70 1.424, C88 1.430
69 S 1.2962 -3.3486 -0.1520  C11 1.889, O45 1.574, O78 1.578, C85 1.879
70 C 1.5131 6.0760 -5.7988  H21 1.095, H34 1.094, H64 1.093, O68 1.424
71 O -0.7747 -10.6049 1.9390  C29 1.424, C75 1.430
72 O 0.6720 8.0549 -3.3429  C6 1.423, C43 1.432
73 H -2.5823 -8.6035 2.0745  C49 1.097
74 N -1.6435 -0.8847 1.3103  H5 1.061, H36 1.045, C66 1.543, C84 1.526
75 C -1.9539 -10.5807 2.7474  H30 1.095, C49 1.532, O71 1.430, H86 1.096
76 H 1.5557 7.1682 -1.7332  C43 1.095
77 H 2.2635 1.4748 -4.3612  C13 1.192
78 O 0.2616 -4.2582 -0.9225  S69 1.578
79 F 2.8877 -5.2329 1.2151  C85 1.511
80 C -0.6560 -7.5572 3.1016  O28 1.423, H32 1.093, H47 1.094, H61 1.093
81 C -2.6853 6.0478 2.3360  O17 1.471, H25 1.179, H37 1.194, C41 1.639
82 H -0.7661 0.6001 3.3831  P19 1.470
83 N 3.0928 -1.0272 1.0478  C2 1.526, C15 1.512, H57 1.043
84 C -1.7418 -0.2094 -0.0547  C39 1.660, H58 1.193, C65 1.639, N74 1.526
85 C 1.7261 -4.2883 1.4170  F16 1.481, F63 1.510, S69 1.879, F79 1.511
86 H -1.7976 -11.1235 3.6868  C75 1.096
87 O -1.7032 1.9452 1.2250  C26 1.471, C65 1.471
88 C 1.8904 5.9359 -3.4640  H12 1.096, C43 1.532, H56 1.095, O68 1.430
89 H 4.6611 -0.1179 2.2543  C2 1.188
90 H 0.8507 1.7760 -2.3123  C67 1.193
91 H 0.0940 6.3404 -2.2950  C43 1.097

As for the spin multiplicity: 1. The value obtained for the calculated total energy is -3191.61830 a.u. The calculation puts the strongest force on any atom at 9.78 eV/A. As for the charge: +1.

Atomic partial charges in e from the Löwdin method, atoms 1 to 5: number 1, H, carries 0.16; number 2, C, carries -0.12; number 3, C, carries -0.17; number 4, H, carries 0.14; number 5, H, carries 0.20

Number 1: HOMO-LUMO gap 0.346 hartree. Number 2: HOMO-LUMO gap 0.244 hartree.